Record 1
{"formula": "C8H11NO", "method": "ωB97M-V/def2-TZVPD", "smiles": "C#C/C=C\\[C@H](C)/N=C(\\C)O", "charge": 0, "lumo_ev": 0.794, "orbital_gap_ev": 9.78, "e_homo_ev": -8.99, "e_above_lowest_kcal_mol": 101.5, "multiplicity": 1, "species": ["C", "C", "C", "C", "C", "C", "N", "C", "C", "O", "H", "H", "H", "H", "H", "H", "H", "H", "H", "H", "H"], "xyz": [[3.570, -1.351, 0.236], [2.826, -0.726, -0.426], [2.035, 0.007, -1.377], [0.832, 0.561, -1.027], [0.094, 0.641, 0.272], [0.873, 0.834, 1.602], [-0.756, -0.548, 0.359], [-1.914, -0.705, -0.105], [-2.819, 0.397, -0.599], [-2.685, -1.842, 0.039], [4.047, -1.765, 1.063], [2.524, -0.034, -2.265], [0.180, 1.110, -1.658], [-0.652, 1.448, 0.302], [1.116, 1.830, 1.903], [1.762, 0.212, 1.561], [0.224, 0.519, 2.362], [-3.473, 0.490, 0.174], [-3.379, 0.165, -1.558], [-2.334, 1.317, -0.942], [-2.069, -2.560, 0.082]], "forces_ev_per_angstrom": [[0.98, -0.87, 1.54], [-1.72, 1.53, -1.77], [-2.74, 0.20, 4.05], [1.56, 0.09, -0.34], [-1.03, 0.06, 1.75], [0.37, -1.05, -1.53], [0.39, -2.37, 0.16], [-0.42, 1.78, 0.06], [1.24, -0.49, -4.07], [0.74, 1.03, -0.43], [0.76, -0.66, 0.51], [0.49, 0.52, -3.09], [0.24, 0.17, -1.77], [0.59, 0.53, -0.78], [0.34, 0.92, -0.62], [0.08, 0.03, 0.44], [-0.84, -0.90, 1.18], [-2.21, 0.96, 1.96], [0.41, -0.47, 1.35], [0.21, -0.06, 0.95], [0.58, -0.94, 0.44]]}


Record 2
{"formula": "C8H11NO2", "method": "ωB97M-V/def2-TZVPD", "charge": 0, "lumo_ev": 0.758, "orbital_gap_ev": 8.29, "e_homo_ev": -7.54, "e_above_lowest_kcal_mol": 139.4, "multiplicity": 1, "species": ["C", "C", "C", "C", "C", "C", "C", "C", "N", "O", "O", "H", "H", "H", "H", "H", "H", "H", "H", "H", "H", "H"], "xyz": [[-0.027, -1.084, 2.534], [0.559, -1.052, 1.249], [-0.749, 0.061, 2.670], [0.169, 0.110, 0.714], [-0.257, -1.092, -2.366], [1.263, -1.124, -2.565], [0.627, 0.772, -1.511], [-1.104, 2.181, 1.518], [-0.664, 0.796, 1.533], [-0.533, 0.235, -2.046], [1.743, 0.044, -1.836], [0.079, -1.937, 3.284], [1.186, -1.737, 0.839], [-1.155, 0.368, 3.541], [-0.817, -1.563, -3.259], [-0.523, -1.645, -1.539], [1.870, -1.842, -2.113], [1.395, -1.092, -3.597], [0.779, 1.924, -1.466], [-1.342, 2.651, 0.473], [-2.124, 2.330, 1.945], [-0.374, 2.695, 1.998]], "forces_ev_per_angstrom": [[0.25, -1.94, 1.34], [-1.16, 0.82, 1.44], [0.91, -1.59, -0.66], [0.83, 2.80, -4.99], [0.58, -1.47, -1.59], [-0.96, 1.22, 1.32], [-0.58, -0.44, 3.22], [-3.12, -0.58, -3.28], [-0.48, 0.08, 0.09], [1.06, 2.31, -0.95], [-1.68, 1.12, -0.90], [-0.24, 1.54, -1.04], [1.65, -1.84, -1.17], [-1.69, 1.29, 2.35], [0.73, 1.49, 1.16], [-0.68, -1.50, 2.02], [0.19, -2.00, 0.41], [1.10, 0.61, -1.82], [-0.63, -2.33, -0.23], [1.16, -1.27, 1.46], [0.97, -0.54, 0.42], [1.81, 2.23, 1.43]]}


Record 3
{"formula": "C8H11NO2Pd", "method": "ωB97M-V/def2-TZVPD", "charge": -2, "lumo_ev": [5.877, 5.833], "orbital_gap_ev": [4.39, 3.46], "e_homo_ev": [1.48, 2.37], "multiplicity": 3, "species": ["C", "C", "C", "C", "C", "Pd", "N", "C", "C", "H", "H", "H", "H", "H", "H", "H", "H", "H", "H", "O", "C", "O", "H"], "xyz": [[-0.574, 0.841, -2.216], [0.825, 0.921, -1.899], [0.968, 1.649, -0.683], [-0.337, 2.030, -0.233], [-1.302, 1.534, -1.177], [-0.395, -0.360, -0.301], [-3.577, 0.434, 1.002], [0.501, -1.937, -0.679], [1.919, -1.834, -0.598], [1.911, 1.893, -0.197], [1.635, 0.495, -2.484], [-0.559, 2.665, 0.617], [-2.373, 1.722, -1.170], [-1.012, 0.392, -3.102], [2.535, -1.813, -1.490], [0.040, -2.641, 0.043], [-2.977, -0.331, 0.599], [2.364, -2.114, 0.352], [0.045, -2.031, -1.694], [-0.746, 0.402, 3.848], [-0.654, 0.315, 2.612], [-0.631, -0.762, 1.909], [-0.583, 1.257, 2.030]], "forces_ev_per_angstrom": [[-0.58, 0.71, 0.47], [-0.24, 0.32, 0.71], [-0.06, 0.99, -0.63], [0.17, -0.05, -1.15], [0.47, 0.63, -0.97], [-1.03, 2.73, 2.51], [-0.01, -0.29, -0.46], [1.20, -3.89, -1.33], [-0.93, -0.81, 0.22], [-0.26, -0.16, -0.06], [-0.16, -0.03, 0.18], [-0.04, -0.35, -0.14], [0.31, -0.24, 0.29], [0.08, 0.06, 0.14], [0.06, 0.43, 0.11], [0.21, 0.31, -0.12], [-0.33, 0.48, 0.33], [0.25, 0.19, -0.12], [0.64, -0.54, 0.33], [0.26, -0.26, -0.46], [-0.31, -0.18, 0.16], [0.34, 0.22, -0.27], [-0.05, -0.28, 0.27]]}


Calculated calculated total energy in order - -12007.9977 -14054.0402 -17531.0611 eV